(1)
Density functional theory data (the ωB97M-V functional and the def2-TZVPD basis) for 8 unconnected molecules or ions with the total composition C51H47NO16.

## Properties
Electronic energy: -87888.9134 eV
Kohn-Sham gap: 7.376 eV
LUMO: -1.63 eV
Structure (SMILES): C=CCO[C@H](C)COCCCN.O=C1C=CC(=O)C=C1.O=C1C=CC(=O)C=C1.O=C1C=CC(=O)C=C1.O=C1C=CC(=O)C=C1.O=C1C=CC(=O)C=C1.O=C1C=CC(=O)C=C1.O=C1C=CC(=O)C=C1

Each line ends with the Mulliken charge.
Geometry (Å):
C (0.223, 0.163, -3.686)  -0.64
C (-0.307, 0.276, -2.464)  0.30
C (-1.144, -0.691, -1.685)  0.05
O (-1.095, -2.062, -1.992)  -0.47
C (-1.929, -2.609, -3.007)  0.84
C (-1.212, -2.814, -4.352)  -1.88
C (-3.258, -1.920, -3.237)  -0.94
O (-4.183, -2.294, -2.229)  -0.29
C (-5.501, -1.878, -2.498)  -0.83
C (-5.868, -0.584, -1.762)  -0.09
C (-7.034, 0.172, -2.415)  -0.39
N (-6.659, 1.566, -2.724)  -0.64
H (0.363, 1.042, -4.307)  0.25
H (0.517, -0.791, -4.106)  0.21
H (-0.100, 1.183, -1.901)  -0.16
H (-0.816, -0.607, -0.646)  0.33
H (-2.154, -0.267, -1.688)  -0.11
H (-2.192, -3.609, -2.649)  0.15
H (-1.631, -3.686, -4.853)  0.43
H (-0.156, -2.987, -4.150)  0.49
H (-1.341, -1.934, -4.983)  0.44
H (-3.637, -2.245, -4.213)  0.45
H (-3.170, -0.828, -3.285)  0.38
H (-5.674, -1.729, -3.571)  0.41
H (-6.178, -2.678, -2.185)  0.33
H (-4.979, 0.052, -1.762)  0.04
H (-6.129, -0.812, -0.729)  0.30
H (-7.356, -0.318, -3.337)  0.28
H (-7.893, 0.150, -1.736)  0.27
H (-7.484, 2.154, -2.699)  0.24
H (-6.052, 1.905, -1.986)  0.22
C (-1.699, 3.096, 1.920)  -0.25
C (-2.478, 3.422, 2.948)  -0.43
C (-3.002, 2.385, 3.873)  0.39
O (-3.709, 2.680, 4.814)  -0.62
C (-2.624, 0.975, 3.608)  -0.54
C (-1.844, 0.648, 2.583)  -0.41
C (-1.321, 1.683, 1.661)  0.33
O (-0.605, 1.389, 0.725)  -0.49
H (-1.305, 3.832, 1.227)  0.56
H (-2.765, 4.444, 3.163)  0.47
H (-3.010, 0.240, 4.303)  0.47
H (-1.548, -0.374, 2.380)  0.51
C (0.378, 2.875, 6.125)  -0.12
C (0.353, 3.660, 7.197)  -0.26
C (0.230, 3.089, 8.560)  0.33
O (0.188, 3.802, 9.541)  -0.58
C (0.150, 1.610, 8.684)  -0.47
C (0.175, 0.826, 7.609)  -0.44
C (0.283, 1.402, 6.245)  0.34
O (0.276, 0.697, 5.258)  -0.55
H (0.454, 3.269, 5.119)  0.50
H (0.407, 4.737, 7.133)  0.35
H (0.064, 1.218, 9.690)  0.44
H (0.108, -0.253, 7.671)  0.44
C (1.638, -8.184, -5.968)  -0.40
C (0.411, -7.722, -6.191)  -0.39
C (-0.250, -6.800, -5.234)  0.37
O (-1.369, -6.381, -5.436)  -0.55
C (0.510, -6.412, -4.019)  -0.27
C (1.738, -6.873, -3.796)  -0.36
C (2.397, -7.794, -4.754)  0.27
O (3.516, -8.217, -4.556)  -0.46
H (2.142, -8.859, -6.649)  0.45
H (-0.163, -7.991, -7.069)  0.41
H (0.009, -5.738, -3.335)  0.43
H (2.311, -6.604, -2.917)  0.45
C (7.637, -8.729, -3.738)  -0.39
C (6.574, -9.385, -4.199)  -0.27
C (6.730, -10.643, -4.973)  0.37
O (5.769, -11.248, -5.398)  -0.54
C (8.111, -11.138, -5.211)  -0.35
C (9.170, -10.479, -4.749)  -0.35
C (9.016, -9.221, -3.975)  0.39
O (9.982, -8.623, -3.553)  -0.55
H (7.551, -7.810, -3.172)  0.42
H (5.561, -9.040, -4.038)  0.51
H (8.197, -12.057, -5.777)  0.41
H (10.185, -10.819, -4.910)  0.40
C (1.624, 6.396, -3.297)  -0.47
C (0.777, 6.501, -2.278)  -0.43
C (0.294, 5.302, -1.554)  0.29
O (-0.468, 5.393, -0.614)  -0.55
C (0.792, 3.980, -2.010)  -0.05
C (1.633, 3.872, -3.035)  -0.30
C (2.113, 5.075, -3.762)  0.20
O (2.888, 4.980, -4.690)  -0.57
H (2.005, 7.259, -3.828)  0.41
H (0.420, 7.455, -1.914)  0.45
H (0.433, 3.121, -1.457)  0.44
H (2.006, 2.916, -3.383)  0.57
C (5.574, 3.956, 0.461)  -0.42
C (4.980, 5.061, 0.021)  -0.45
C (3.535, 5.300, 0.257)  0.31
O (2.983, 6.301, -0.150)  -0.53
C (2.776, 4.261, 0.999)  -0.25
C (3.370, 3.155, 1.438)  -0.30
C (4.818, 2.916, 1.206)  0.25
O (5.361, 1.911, 1.607)  -0.54
H (6.626, 3.757, 0.302)  0.42
H (5.509, 5.832, -0.525)  0.44
H (1.722, 4.460, 1.152)  0.52
H (2.838, 2.381, 1.978)  0.54
C (-3.272, 7.104, 7.622)  -0.40
C (-4.158, 7.419, 8.562)  -0.38
C (-4.716, 6.386, 9.473)  0.32
O (-5.525, 6.674, 10.327)  -0.55
C (-4.245, 4.989, 9.294)  -0.51
C (-3.359, 4.675, 8.354)  -0.09
C (-2.802, 5.708, 7.446)  0.41
O (-1.992, 5.418, 6.591)  -0.51
H (-2.852, 7.838, 6.946)  0.42
H (-4.516, 8.430, 8.711)  0.41
H (-4.665, 4.255, 9.969)  0.41
H (-3.004, 3.664, 8.202)  0.49

Cartesian forces, eV/Å:
-0.10 -0.10 0.27
0.36 -0.13 -0.53
0.92 0.01 0.89
-0.07 0.12 -0.27
-0.22 -0.47 -0.43
-0.14 0.30 0.48
-0.28 0.08 0.06
0.18 -0.17 -0.03
-0.47 0.27 0.19
-0.05 -0.08 -0.38
-0.16 0.29 0.32
0.03 -0.23 0.13
0.93 0.08 0.37
-0.85 -0.08 -0.33
-0.99 0.41 -0.32
-0.10 -0.18 0.02
-0.10 -0.19 -0.06
0.07 0.07 0.22
0.01 0.02 -0.07
0.04 0.00 -0.16
0.22 -0.05 -0.12
0.02 -0.06 0.01
0.13 0.00 -0.11
0.23 -0.04 -0.05
0.10 -0.06 0.00
-0.01 0.03 0.03
0.24 0.02 0.08
0.09 0.00 -0.05
-0.03 -0.11 -0.04
0.04 0.04 -0.14
-0.03 0.07 -0.03
0.04 0.05 -0.02
0.02 0.00 -0.01
0.02 0.02 0.05
0.01 -0.01 0.02
-0.01 -0.03 -0.01
-0.03 -0.03 0.01
-0.01 0.07 0.02
0.06 0.07 0.00
-0.01 -0.02 -0.03
0.00 0.00 0.02
-0.01 0.01 0.01
0.02 0.01 -0.02
0.03 0.01 0.02
0.08 -0.02 0.01
0.02 0.02 0.02
-0.04 -0.01 -0.01
-0.02 -0.02 -0.02
-0.01 0.00 0.03
-0.06 0.10 -0.07
0.01 -0.11 -0.02
-0.01 -0.02 -0.01
-0.01 0.01 0.01
0.01 0.02 0.01
0.02 0.00 -0.02
-0.03 0.00 -0.03
0.03 -0.02 0.00
-0.01 0.00 -0.01
-0.01 0.02 0.00
0.02 0.02 0.04
-0.02 0.01 0.00
0.00 -0.03 -0.01
-0.02 0.06 0.04
0.02 0.00 0.02
-0.02 0.01 0.01
-0.02 0.00 -0.02
0.02 -0.01 -0.01
-0.02 -0.02 -0.02
0.02 0.01 0.05
-0.01 0.00 0.00
0.01 -0.01 0.00
0.04 0.01 0.00
-0.02 -0.03 -0.02
0.01 0.02 0.01
0.00 0.00 0.00
0.02 0.00 0.00
0.00 -0.03 -0.05
-0.03 0.00 0.00
0.01 0.02 0.01
-0.06 0.01 -0.01
0.00 0.05 -0.04
0.09 0.01 0.01
-0.04 -0.03 0.06
0.01 -0.03 0.05
-0.01 -0.01 0.02
0.06 0.01 0.02
-0.01 0.00 0.00
0.00 -0.01 -0.02
-0.01 -0.01 0.02
-0.02 0.03 0.05
0.01 0.01 -0.01
-0.01 0.03 -0.02
0.03 -0.01 0.01
-0.10 -0.07 0.00
0.04 0.04 -0.03
0.00 -0.03 0.01
-0.03 0.01 0.00
0.00 -0.02 0.01
0.01 0.01 0.00
0.00 -0.02 0.01
-0.02 0.01 0.00
0.00 0.02 -0.02
0.01 -0.02 -0.01
-0.02 0.02 0.02
0.03 0.00 -0.03
-0.01 -0.01 0.01
0.00 0.01 0.00
0.02 -0.01 -0.02
-0.02 -0.01 0.03
-0.02 -0.06 -0.01
-0.01 0.07 -0.03
0.01 -0.02 -0.01
-0.02 -0.01 0.02
-0.01 0.02 0.01
0.00 0.01 -0.04

(2)
Density functional theory data (the ωB97M-V functional and the def2-TZVPD basis) for a gas-phase ion, C6H11N4 (charge +1).

## Properties
Electronic energy: -12347.1754 eV
Kohn-Sham gap (alpha / beta): 7.211 / 7.212 eV
LUMO (alpha / beta): -6.23 / -6.23 eV
Structure (SMILES): C=C=[N+]=N/C=N\NC(C)C
ΔE to the lowest compared entry with this formula, charge and spin: 703.4 kJ/mol
Charge: +1

Each line ends with the Mulliken charge.
Geometry (Å):
C (1.527, 2.686, -1.570)  -0.09
C (1.513, 1.491, 1.035)  0.80
C (1.457, 0.750, 2.114)  -0.68
C (-1.948, 0.061, -0.572)  -1.04
C (-0.043, -1.571, -0.024)  -1.31
C (-0.518, -0.371, -0.934)  0.40
N (0.489, 1.738, -1.563)  -0.70
N (2.219, 3.111, -0.523)  -0.60
N (2.000, 2.551, 0.570)  0.19
N (0.552, 0.685, -0.900)  0.30
H (1.518, 3.240, -2.483)  0.42
H (0.808, -0.113, 2.319)  0.22
H (2.288, 0.559, 2.699)  0.32
H (-2.637, -0.097, -1.367)  0.31
H (-2.214, -0.555, 0.360)  0.28
H (-1.918, 1.116, -0.346)  0.35
H (-0.272, -2.592, -0.188)  0.32
H (-0.495, -1.260, 0.948)  0.24
H (1.010, -1.746, 0.202)  0.40
H (-0.593, -0.644, -1.951)  0.32
H (1.432, 0.205, -0.672)  0.53

Cartesian forces, eV/Å:
-1.31 -1.04 -0.16
1.31 1.03 1.53
-1.77 -2.18 -1.01
1.10 -0.58 2.27
0.03 2.14 1.72
-0.21 -1.45 0.54
0.67 1.69 -0.43
0.21 -0.54 -2.19
-1.26 -0.52 1.76
0.19 -1.78 0.37
0.17 0.55 -0.13
-0.52 0.92 -0.58
2.09 0.67 1.20
-0.47 -0.26 -0.52
-0.15 1.24 -1.45
-0.36 0.36 0.27
-1.40 -0.66 -1.04
0.44 -0.82 -0.39
0.54 0.98 -0.45
0.55 -0.40 -1.37
0.16 0.65 0.04

(3)
Density functional theory data (the ωB97M-V functional and the def2-TZVPD basis) for a molecular structure, CH3N2O2S.

## Properties
Electronic energy: -18991.2045 eV
Kohn-Sham gap (alpha / beta): 6.186 / 6.184 eV
LUMO (alpha / beta): 3.06 / 3.06 eV
ΔE to the lowest compared entry with this formula, charge and spin: 587.9 kJ/mol
Charge: -1

Each line ends with the Mulliken charge.
Geometry (Å):
C (-1.645, 0.287, -0.228)  -0.48
N (-0.566, 0.964, 0.179)  -0.39
N (0.788, -0.115, -0.523)  -0.28
O (3.136, -1.113, -0.332)  -0.55
O (2.224, 0.097, 1.628)  -0.55
S (1.899, -0.668, 0.334)  0.65
H (-2.366, 1.094, 0.089)  0.26
H (-1.710, -0.772, 0.167)  0.16
H (-1.761, 0.227, -1.313)  0.19

Cartesian forces, eV/Å:
-1.64 -0.92 -0.98
5.19 -0.13 0.55
-2.39 0.37 0.38
-0.99 -0.79 0.32
-0.84 -2.53 -2.10
2.19 4.68 2.15
-0.32 -1.17 0.17
-0.87 0.79 0.16
-0.32 -0.30 -0.66

(4)
Density functional theory data (the ωB97M-V functional and the def2-TZVPD basis) for 2 unconnected molecules or ions with the total composition C9H15NOP.

## Properties
Electronic energy: -22395.1671 eV
Kohn-Sham gap: 8.849 eV
LUMO: -4.17 eV
ΔE to the lowest compared entry with this formula, charge and spin: 19.3 kJ/mol
Charge: +1

Each line ends with the Mulliken charge.
Geometry (Å):
C (2.098, 2.511, 1.515)  -0.52
C (1.939, 1.149, 1.839)  -0.63
C (1.286, 3.053, 0.516)  -0.67
C (0.914, 0.391, 1.211)  -0.45
C (0.416, 2.294, -0.116)  -0.51
C (0.284, 0.922, 0.144)  0.71
C (-0.765, -0.475, -3.087)  -1.44
C (-0.575, 0.721, -2.157)  -0.39
C (-0.688, 0.230, -0.759)  0.83
N (-1.159, -0.914, -0.471)  -0.12
O (-0.047, -3.647, 1.518)  -0.45
P (-1.349, -2.827, 2.103)  0.10
H (2.698, 3.133, 2.196)  0.37
H (2.572, 0.700, 2.545)  0.46
H (1.386, 4.075, 0.180)  0.37
H (0.946, -0.700, 1.271)  0.38
H (-0.124, 2.820, -0.829)  0.48
H (0.049, -1.236, -3.081)  0.35
H (-0.912, -0.146, -4.097)  0.39
H (-1.732, -0.967, -2.791)  0.34
H (-1.441, 1.493, -2.218)  0.33
H (0.351, 1.332, -2.236)  0.44
H (-1.028, -1.276, 0.518)  -0.10
H (-1.118, -2.780, 3.528)  0.10
H (-1.610, -1.526, -1.123)  0.18
H (-0.063, -4.570, 1.676)  0.34
H (-2.328, -3.759, 2.205)  0.11

Cartesian forces, eV/Å:
-0.43 -0.91 1.35
-1.47 1.17 -1.10
2.33 1.61 1.60
2.81 -1.25 0.22
-0.63 -1.60 -0.52
-3.12 1.53 -0.75
-0.76 -0.31 -0.02
-1.78 0.94 -0.04
3.72 0.50 -0.02
-0.09 -0.61 2.34
-0.38 1.40 -0.29
1.22 1.06 0.87
0.15 -0.30 -0.86
0.58 -0.51 0.94
0.06 0.22 0.40
-0.23 0.22 0.66
-1.26 0.30 -1.42
-0.46 0.72 0.26
0.02 0.09 -0.54
0.85 0.29 -0.69
1.18 -1.16 -0.48
-0.69 -0.89 -0.32
-0.65 0.22 -1.06
-0.04 -0.06 -0.60
-0.18 -0.07 -0.25
0.19 -1.55 0.35
-0.94 -1.06 -0.05